[1]
# C15H40IO5Zn

A molecular structure, C15H40IO5Zn (ωB97M-V with the def2-TZVPD basis set, the OMol25 dataset).

The geometry in XYZ format:
```
62
C15H40IO5Zn, DFT ωB97M-V with the def2-TZVPD basis set
Zn -0.5043 0.1070 -0.0715
I -3.1394 0.4769 -0.5731
C -2.5576 -3.1910 1.1520
C -2.0586 -2.0142 1.9687
C -1.6000 -2.4717 3.3622
O -0.8361 -1.4923 1.2969
H -1.7477 -3.8832 0.9147
H -3.0691 -2.7515 0.2931
H -3.2683 -3.7859 1.7260
H -2.7319 -1.1644 1.9819
H -0.7228 -3.1208 3.2647
H -2.3498 -3.1032 3.8359
H -1.3289 -1.6253 3.9909
H -0.2875 -2.2880 1.3083
C -0.6054 1.4727 3.9668
C -1.3197 1.6638 2.6297
C -1.9908 3.0067 2.3966
O -0.3574 1.4372 1.5783
H -0.1243 0.4935 3.9438
H -1.2866 1.6000 4.8051
H 0.2350 2.1660 4.0945
H -2.1236 0.9263 2.5644
H -1.2779 3.7990 2.6516
H -2.8285 3.1358 3.0866
H -2.3888 3.0631 1.3876
H 0.3508 2.0841 1.6955
C 0.3139 2.2477 -3.6354
C 1.0279 2.0347 -2.2992
C 1.8723 3.2304 -1.9202
O 0.0280 1.7078 -1.3041
H 0.1172 1.2842 -4.1073
H 0.8494 2.8670 -4.3554
H -0.6529 2.7430 -3.5073
H 1.7064 1.1813 -2.3681
H 1.3060 4.1685 -1.9282
H 2.7239 3.3780 -2.5836
H 2.3059 3.1731 -0.9157
H -0.5281 2.5051 -1.2952
C 2.9452 -0.1978 2.0474
C 2.6687 0.2862 0.6039
C 3.8493 -0.0677 -0.2925
O 1.5064 -0.3877 0.0905
H 2.1169 0.1047 2.6910
H 3.8624 0.2611 2.4148
H 3.0515 -1.2818 2.1305
H 2.5744 1.3656 0.6999
H 4.7624 0.4495 0.0000
H 3.5900 0.1804 -1.3268
H 4.1049 -1.1309 -0.3519
H 1.7546 -1.3208 0.1207
C 0.5286 -1.7282 -3.6996
C -0.7852 -1.4988 -2.9775
C -1.9022 -2.4315 -3.3546
O -0.5229 -1.5611 -1.5332
H 0.4497 -1.6011 -4.7788
H 0.9418 -2.7204 -3.4884
H 1.2756 -1.0204 -3.3292
H -1.1169 -0.4528 -3.0231
H -1.6971 -3.4172 -2.9320
H -2.0714 -2.3596 -4.4294
H -2.8449 -2.0695 -2.9369
H -0.1925 -2.4614 -1.3766
```

For the energy relative to the best compared isomer or geometry (same formula, charge and spin), the calculation gives 8.47 kcal/mol. The max |F| is 2.67 eV/A. The charge is +1. As for the electronic energy: -82956.728 eV. Its lowest unoccupied orbital energy is -2.76 eV. The calculation puts the highest occupied orbital energy at -10.880 eV.

Here are the Löwdin charges for atoms 1 to 8, given in e:
1. Zn 0.41
2. I 0.28
3. C -0.04
4. C -0.43
5. C -0.03
6. O -0.16
7. H 0.09
8. H 0.06

---

[2]
# C15H40N3O8

6 unconnected molecules or ions with the total composition C15H40N3O8 (ωB97M-V with the def2-TZVPD basis set, the OMol25 dataset).

The geometry in XYZ format:
```
66
C15H40N3O8, DFT ωB97M-V with the def2-TZVPD basis set
C 2.4632 0.0390 -2.9483
C 2.1262 -1.2420 -2.2973
O 3.0812 -1.9850 -1.8583
N 0.6682 -1.7770 -2.0553
H 0.3852 -1.4320 -1.1373
H -0.0828 -1.1570 -2.6333
C 0.4212 -3.2140 -1.9533
H 1.8172 0.1340 -3.8113
H 3.3092 -0.2260 -3.5333
H 2.5402 1.0640 -2.5723
H 0.7162 -3.5170 -3.0893
H -0.6588 -3.3320 -1.7193
H 1.0272 -3.8830 -1.1563
C -4.0998 -1.8600 1.7187
C -4.6298 -1.1360 0.4967
O -5.8458 -1.2950 0.1937
N -3.7108 -0.1740 -0.1833
H -2.9928 0.1440 0.2477
H -3.3968 -0.7230 -0.9463
C -4.4218 1.0420 -0.6443
H -4.7068 -2.7330 1.7607
H -4.0028 -1.3980 2.8147
H -3.1158 -2.0440 1.4277
H -4.5508 1.8200 0.1037
H -5.0588 0.7690 -1.1983
H -3.5868 1.5040 -1.3453
N -0.4238 0.0970 0.3027
O -1.2348 0.9550 0.6987
O 0.7092 0.4160 0.1407
O -0.7538 -1.0490 0.0537
C 2.9562 3.9590 2.3537
C 2.2142 2.7580 1.8977
C 2.9622 1.4760 2.2157
O 0.9872 2.6060 2.5417
H 3.9092 3.5210 2.3337
H 2.6402 4.7300 3.1747
H 2.7382 4.6720 1.4817
H 2.1482 2.5160 0.9187
H 2.4612 0.5700 1.9817
H 3.3712 1.5130 3.2897
H 3.8202 1.4520 1.6777
H 0.3722 2.3540 1.7707
C -1.5498 2.8180 -3.6563
C -0.1788 2.5720 -3.0583
C 0.0292 3.6760 -1.9633
O -0.2198 1.3330 -2.5233
H -1.5318 2.2050 -4.6223
H -2.0268 3.6080 -4.0703
H -2.3988 2.4240 -2.9903
H 0.6022 2.6670 -3.7333
H 0.2232 4.7530 -2.2533
H 1.0172 3.3730 -1.5043
H -0.6768 3.7040 -1.2313
H -0.7008 1.2100 -1.7643
C 0.7922 -2.1580 2.2997
C 1.3072 -3.3280 3.1937
C 1.2002 -4.7000 2.4027
O 2.7222 -3.3560 3.4587
H 1.4532 -1.6650 1.4117
H 0.6802 -1.2100 3.0737
H -0.2938 -2.2240 2.1187
H 0.8072 -3.3640 4.1337
H -0.0208 -4.9570 2.0617
H 1.6402 -5.5600 2.8847
H 1.6542 -4.4400 1.4917
H 2.9002 -3.3120 4.3287
```

For the energy relative to the best compared isomer or geometry (same formula, charge and spin), the calculation gives 39.80 kcal/mol. The max |F| is 13.28 eV/A. The charge is +1. As for the electronic energy: -37033.891 eV. Its lowest unoccupied orbital energy is -3.79 eV. The calculation puts the highest occupied orbital energy at -11.041 eV.

Here are the Löwdin charges for atoms 1 to 8, given in e:
1. C 0.00
2. C -0.26
3. O 0.10
4. N 0.01
5. H 0.06
6. H 0.23
7. C -0.04
8. H 0.08

---

[3]
# C15H40N5O9S

6 unconnected molecules or ions with the total composition C15H40N5O9S (ωB97M-V with the def2-TZVPD basis set, the OMol25 dataset).

The geometry in XYZ format:
```
70
C15H40N5O9S, DFT ωB97M-V with the def2-TZVPD basis set
S 0.2440 0.2742 0.3088
O 1.6908 0.2052 0.5395
O -0.0081 0.5667 -1.1130
O -0.3727 -1.0426 0.5986
O -0.3643 1.3037 1.1928
C 5.2647 -0.9103 -1.6554
C 4.5977 0.4024 -1.3190
O 5.1956 1.3295 -0.9040
N 3.1420 0.5810 -1.7139
H 2.8650 -0.0794 -2.4361
H 2.5772 0.4492 -0.8193
C 2.8808 1.9244 -2.3642
H 6.2713 -0.9786 -1.2555
H 5.2403 -1.1028 -2.7276
H 4.7119 -1.6898 -1.1154
H 3.0445 2.6664 -1.5902
H 1.8207 1.9426 -2.6110
H 3.4330 1.9625 -3.2972
C 2.9595 -3.0341 1.8126
C 1.5980 -3.5953 1.9976
O 1.1555 -4.0052 3.0075
N 0.7980 -3.5718 0.7202
H 0.3731 -2.6066 0.7052
H 1.3803 -3.5766 -0.1153
C -0.3605 -4.5202 0.7513
H 2.9832 -1.9722 1.5435
H 3.5918 -3.5972 1.1243
H 3.4526 -3.0174 2.7855
H -0.9119 -4.5391 -0.1850
H -0.9619 -4.3074 1.6280
H 0.0597 -5.5226 0.8372
C -1.7849 3.3587 -1.1300
C -2.0416 4.2079 0.1012
O -2.7292 5.1660 0.1284
N -1.2491 3.9262 1.3728
H -1.9050 3.7853 2.1433
H -0.7622 2.9892 1.3486
C -0.2000 4.9921 1.6647
H -2.0845 3.8767 -2.0330
H -2.3038 2.4115 -0.9910
H -0.7083 3.1839 -1.0786
H 0.5672 4.8946 0.8986
H 0.1709 4.8168 2.6667
H -0.6594 5.9573 1.4672
C -1.2069 0.6628 -4.4955
C -2.0672 -0.4141 -3.9072
O -2.9703 -0.9241 -4.4627
N -1.6403 -1.0160 -2.5498
H -1.0714 -1.8187 -2.8180
H -1.0020 -0.3770 -1.9777
C -2.8628 -1.4040 -1.7318
H -1.2360 1.5159 -3.8117
H -1.4014 0.9936 -5.5091
H -0.1937 0.2431 -4.4640
H -3.3990 -2.1824 -2.2687
H -3.4965 -0.5367 -1.5887
H -2.4681 -1.8518 -0.8250
C -3.8278 0.0899 2.3059
C -2.7596 -0.8924 2.6441
O -2.8100 -2.0572 2.4859
N -1.5189 -0.2193 3.1838
H -1.0735 0.3342 2.3886
H -1.9019 0.4824 3.8205
C -0.5472 -1.1178 3.8824
H -3.9787 0.8309 3.0924
H -4.7561 -0.4675 2.1948
H -3.5784 0.5769 1.3605
H -1.0734 -1.7844 4.5589
H 0.1496 -0.5091 4.4557
H 0.0296 -1.6623 3.1474
```

For the energy relative to the best compared isomer or geometry (same formula, charge and spin), the calculation gives 0.00 kcal/mol. The max |F| is 2.22 eV/A. The charge is +3. As for the electronic energy: -52892.312 eV. Its lowest unoccupied orbital energy is -7.96 eV. The calculation puts the highest occupied orbital energy at -18.551 eV.

Here are the Löwdin charges for atoms 1 to 8, given in e:
1. S 0.34
2. O -0.33
3. O -0.37
4. O -0.37
5. O -0.37
6. C 0.04
7. C -0.40
8. O 0.20